one.
Below is 6 unconnected molecules or ions with the total composition C54H114N6O6, with properties calculated with ωB97M-V/def2-TZVPD.

Results
Orbital gap (eV): 8.08
SMILES: CC1(C)CCCC(C)(C)N1O.CC1(C)CCCC(C)(C)N1O.CC1(C)CCCC(C)(C)N1O.CC1(C)CCCC(C)(C)N1O.CC1(C)CCCC(C)(C)N1O.CC1(C)CCCC(C)(C)N1O
HOMO (eV): -7.710

Element x y z (Å)
H  -1.939  -6.655  4.714
C  7.107  -3.470  2.058
C  3.960  1.908  -3.394
C  2.768  3.941  -4.205
H  0.602  -0.785  2.903
C  -5.338  -1.374  1.333
H  -3.679  4.690  -0.744
H  7.051  3.395  -2.912
H  5.354  -0.628  2.927
C  -3.196  3.017  -3.124
H  -6.799  0.850  0.985
C  -6.070  0.987  1.785
H  2.410  5.590  -2.892
H  -5.234  5.229  -1.458
C  -8.561  -2.174  3.985
H  -2.151  -3.514  6.854
H  5.795  2.957  -6.487
H  -5.251  6.218  -5.890
C  0.021  -0.628  -2.077
H  -8.508  -2.608  1.158
C  -0.021  0.179  1.149
H  9.446  -3.991  0.626
H  -1.085  2.133  0.897
C  0.586  -5.958  5.949
H  -0.342  -6.418  6.297
C  -6.377  3.689  -5.726
H  -1.470  -7.469  3.235
C  5.891  -2.311  -0.798
H  -5.856  2.779  -0.938
H  -4.152  2.289  -0.797
N  -0.532  -4.267  3.934
H  4.881  6.243  -2.846
H  -9.943  -0.715  2.313
H  7.186  -3.987  -0.570
H  2.824  -1.314  -0.123
C  -3.952  3.791  -5.381
H  -3.770  5.613  -2.286
H  -3.719  4.426  -6.231
H  7.327  -3.047  3.040
H  -4.459  0.667  3.978
C  -4.448  3.537  -2.462
H  -7.342  -3.388  2.130
H  5.769  -2.410  -1.875
H  -1.916  3.276  -4.833
H  0.035  0.462  -2.072
C  -2.795  3.745  -4.393
C  0.776  -1.238  -0.883
C  -0.226  -0.130  2.632
C  -1.997  -4.073  5.933
H  -2.416  -5.995  3.160
H  7.959  -2.518  -1.164
H  1.072  -5.167  1.947
C  6.393  -0.507  0.895
H  2.593  -0.644  -1.740
H  -5.193  1.453  1.336
H  9.198  -0.564  2.088
N  -5.503  3.775  -3.449
O  8.276  -0.664  2.346
H  -1.273  1.056  -0.401
H  1.381  -6.368  6.573
H  1.425  -3.931  6.044
C  6.002  -0.801  -0.529
H  -0.964  -3.389  2.289
C  2.118  0.770  -0.214
C  -4.393  -0.142  3.256
H  -1.045  -0.868  -2.019
H  7.182  1.343  0.172
H  6.885  6.339  -4.432
N  7.674  -1.163  1.172
H  3.520  4.404  -2.261
C  0.468  -4.453  6.134
H  1.655  -2.861  -1.912
C  5.602  4.624  -4.070
H  5.629  3.937  -1.978
H  0.630  -7.347  4.377
C  7.267  -2.906  -0.409
H  -0.670  -5.431  1.458
H  7.413  4.875  -5.249
C  -7.579  -2.407  1.711
H  1.792  -5.994  4.108
H  -0.330  0.773  3.236
C  -7.940  -1.417  2.824
H  2.249  1.898  -5.624
H  4.379  -0.275  1.599
H  -8.750  -0.223  1.186
C  -0.627  -3.800  5.280
H  1.948  0.385  1.839
H  2.590  4.434  -5.177
N  -6.677  -0.865  3.337
O  -6.767  4.071  -2.931
C  1.344  0.899  1.083
H  -4.062  2.748  -5.706
C  5.263  -0.878  1.873
H  3.076  1.268  -3.367
H  6.057  5.740  -5.898
H  -6.527  -0.513  5.189
H  0.188  -4.249  7.176
H  9.863  -2.357  0.200
H  3.349  2.778  -6.693
O  -6.887  -0.007  4.455
H  4.871  1.310  -3.515
H  -0.179  -1.884  6.339
H  -7.299  3.298  -3.155
N  5.005  3.593  -4.896
C  2.184  -0.663  -0.722
H  7.141  1.314  1.939
N  0.114  -1.067  0.427
C  -4.235  4.842  -1.669
C  -4.976  2.481  -1.501
C  3.236  4.938  -3.177
H  -4.745  -2.196  1.743
H  1.209  -3.312  -0.237
H  6.712  -0.362  -1.230
H  -2.130  -5.134  6.144
H  -2.148  0.723  1.105
H  -1.118  -0.717  2.868
H  -1.229  -1.769  4.931
H  -7.834  -2.814  4.485
H  -8.904  -1.464  4.747
H  -3.495  0.009  2.645
H  -7.313  4.155  -5.397
C  3.776  2.864  -4.584
H  9.730  -2.804  1.917
H  -4.724  -0.821  0.613
C  3.305  2.123  -5.824
C  -5.364  5.771  -4.897
C  4.500  5.635  -3.667
H  -6.169  3.981  -6.753
H  -8.781  0.593  2.756
H  4.182  2.422  -2.462
O  -1.443  -3.576  3.108
C  6.312  4.189  -2.790
H  0.326  -6.756  1.856
H  -4.135  -1.108  3.710
H  3.767  1.151  -5.983
H  -2.419  4.765  -4.217
H  -5.138  1.483  -1.919
H  -6.358  6.147  -4.618
H  -9.480  -2.710  3.737
O  5.984  2.811  -5.554
H  1.594  1.283  -1.032
H  -2.387  3.026  -2.389
H  6.885  5.030  -2.381
C  6.609  1.006  1.046
C  6.531  5.453  -4.959
C  -5.654  -0.359  2.428
H  -4.659  6.270  -4.229
H  -0.012  -3.173  -1.509
H  -1.745  -1.315  0.047
O  -1.073  -1.849  0.502
H  5.007  -0.383  -0.718
H  -6.566  2.616  -5.662
H  -7.033  -1.048  0.113
H  -6.558  1.594  2.547
H  6.042  -3.522  1.868
C  9.300  -2.950  0.921
H  -6.310  -2.715  0.007
H  0.431  -1.063  -2.988
H  1.251  1.945  1.374
C  -5.297  4.244  -4.786
H  3.116  1.211  -0.163
C  -1.199  1.067  0.695
H  0.443  -2.035  4.688
H  5.135  -2.812  -0.196
H  -3.348  1.979  -3.449
C  0.146  -5.708  2.128
C  -6.608  -1.891  0.654
C  7.814  -2.610  0.995
H  4.901  -1.886  1.680
C  -8.910  -0.365  2.256
C  0.803  -6.268  4.471
H  -2.758  -3.830  5.188
H  7.539  -4.472  2.035
C  -1.599  -6.482  3.696
C  0.912  -2.746  -1.115
C  -0.295  -5.677  3.583
C  -0.377  -2.310  5.357
H  1.781  3.515  -4.025
H  5.691  1.598  1.001
H  4.221  6.266  -4.513

Atom charges from the Löwdin analysis, given in e for atoms 1 to 4:
1 H 0.065
2 C -0.015
3 C -0.018
4 C -0.154

two.
Below is 6 unconnected molecules or ions with the total composition C54H114N6O6, with properties calculated with ωB97M-V/def2-TZVPD.

Results
Orbital gap (eV): 8.26
SMILES: CC1(C)CCCC(C)(C)N1O.CC1(C)CCCC(C)(C)N1O.CC1(C)CCCC(C)(C)N1O.CC1(C)CCCC(C)(C)N1O.CC1(C)CCCC(C)(C)N1O.CC1(C)CCCC(C)(C)N1O
HOMO (eV): -7.873

Element x y z (Å)
C  -3.424  -1.094  0.266
H  2.279  3.385  -8.542
C  -1.378  -0.817  11.166
H  -2.270  -0.163  3.626
H  7.384  4.483  5.582
H  9.087  5.651  4.569
H  -10.108  1.260  -4.796
H  -6.173  0.767  2.566
H  -5.647  1.190  4.235
H  4.399  0.491  -7.585
C  1.002  -7.053  -2.697
H  -6.779  0.725  -7.431
C  1.726  -2.538  9.543
O  -8.396  -1.387  -4.798
H  -4.844  -2.123  3.259
H  -1.545  -10.690  -4.698
C  -7.109  0.790  -6.394
C  7.303  9.389  5.987
H  5.268  5.821  -6.230
C  -5.690  0.409  3.475
H  -2.048  -7.085  -4.673
H  4.239  5.730  -3.486
N  0.613  -1.597  9.697
H  6.571  2.973  -6.570
C  7.822  7.087  7.038
H  2.600  -5.328  -4.205
H  0.344  -0.841  7.953
H  2.798  4.826  -3.701
H  5.665  3.495  -3.526
C  0.126  -5.579  -4.501
H  -8.395  1.054  -4.223
H  3.207  -0.988  9.376
H  -5.540  -1.439  1.817
H  -3.423  0.617  4.783
H  -1.742  -8.007  -6.118
H  1.926  -2.100  7.397
H  -9.483  -3.563  -5.912
C  -3.233  -0.235  4.131
C  1.092  0.047  11.535
H  -7.762  -2.696  -8.610
C  6.079  3.896  -6.877
C  8.522  7.740  4.568
H  -1.098  1.114  1.720
C  2.704  2.486  -8.097
H  -3.807  -3.109  0.944
H  8.245  8.583  3.936
H  1.616  3.498  -5.230
C  -3.302  1.194  -0.454
H  3.895  0.794  -5.885
C  -1.922  -8.101  -5.047
H  8.234  9.775  6.401
H  -0.156  -5.370  -5.533
C  -0.353  -7.661  -2.155
H  3.179  -6.913  -4.194
H  -0.087  -7.945  -1.136
H  -10.167  0.739  -9.282
H  -0.977  0.445  0.152
C  4.866  3.537  -7.901
C  3.635  5.249  -4.256
C  0.209  -1.177  11.062
H  -1.742  -0.503  12.144
C  1.724  -2.932  8.071
N  0.647  -7.971  -4.976
C  1.015  -6.749  -4.223
H  4.385  4.429  -8.302
C  3.122  -1.975  9.829
H  -2.999  2.208  -0.190
H  -10.954  -1.224  -8.139
H  3.174  -1.826  10.908
H  -2.677  -2.430  1.914
H  -4.451  -1.161  -0.094
C  -0.606  -8.703  -4.537
H  0.153  -9.539  -2.687
H  6.912  7.094  7.638
O  5.226  7.232  5.985
H  4.471  7.759  5.713
H  4.102  5.371  3.843
C  8.771  6.425  3.870
H  -2.753  -8.753  -4.779
H  -2.064  -1.615  10.883
H  0.708  -4.383  9.894
H  -0.658  -2.968  11.745
O  0.770  -7.782  -6.373
C  -4.324  -0.091  2.996
C  -9.050  1.379  -5.032
H  4.753  6.887  3.156
H  2.436  -3.723  7.839
C  -2.988  0.365  0.779
C  6.457  4.691  5.049
C  -9.928  -2.922  -6.673
H  5.196  5.545  2.441
H  -0.808  -5.545  -3.939
C  -1.477  0.295  1.109
N  -3.856  0.871  1.935
H  7.115  9.989  5.097
O  0.659  -0.528  8.805
H  -7.080  -1.402  -7.725
C  5.474  4.825  -5.837
H  -1.163  -0.645  1.561
H  -10.884  -2.608  -6.254
H  1.131  -6.117  -2.154
C  7.417  7.788  5.705
C  -9.464  1.100  -7.348
N  3.392  3.410  -5.944
C  4.364  4.149  -5.083
H  2.182  -3.156  12.399
H  -2.727  -1.366  -0.526
H  4.147  2.586  -3.539
H  -10.303  -3.681  -7.360
H  1.687  -7.932  -6.614
H  -9.121  2.086  -7.659
H  2.558  -6.134  -5.701
H  8.493  7.710  7.629
H  -2.846  0.688  -1.304
H  2.118  -0.222  11.784
H  0.676  -4.691  -4.189
C  -0.641  -10.155  -4.992
H  3.172  5.982  -4.917
H  5.610  4.508  5.710
C  -9.881  -1.142  -8.313
H  0.707  -3.160  7.751
H  9.400  6.604  2.997
H  -0.358  -10.111  -6.044
C  -8.598  0.534  -6.147
H  6.678  9.618  6.850
H  1.144  0.816  10.765
N  -8.998  -0.852  -5.972
H  -10.499  1.318  -7.084
C  6.321  6.058  4.280
C  4.373  1.214  -6.770
C  -9.087  -1.744  -7.166
H  6.257  4.998  -5.098
H  -6.399  0.206  -5.808
H  -3.861  2.692  1.696
H  5.429  2.347  -4.778
C  1.303  -3.554  11.891
C  3.783  2.658  -7.133
H  2.408  -4.364  10.210
C  4.892  3.073  -4.168
C  7.504  6.187  3.213
C  2.390  -6.306  -4.638
C  4.994  5.869  3.462
H  6.746  4.479  -7.513
H  2.922  1.854  -8.958
H  7.516  5.380  2.480
H  6.573  3.842  4.375
O  2.325  2.857  -5.145
C  -9.472  0.279  -8.581
H  5.349  3.014  -8.727
H  -8.902  2.451  -5.159
H  -9.777  -1.640  -9.277
H  0.674  0.460  12.454
H  9.373  8.172  5.096
H  3.903  -2.571  9.356
H  8.296  6.108  6.964
H  0.461  -2.077  12.999
C  -4.616  -1.502  2.392
H  1.924  -7.520  -2.352
C  -3.588  -2.139  1.391
C  1.488  -3.811  10.398
H  -6.800  1.830  -6.288
C  0.275  -2.464  11.997
H  -9.132  -1.631  -4.232
H  1.900  2.068  -7.492
H  -4.380  1.353  -0.474
H  1.289  -4.442  12.523
C  -7.746  -2.257  -7.612
H  -1.263  -7.063  -2.181
O  -3.511  2.121  2.384
H  -8.510  0.365  -9.086
H  5.457  1.234  -6.655
H  -1.559  -9.266  -2.473
C  -0.668  -8.880  -2.968
N  6.196  7.332  5.021
H  -6.263  -0.382  3.958
H  -7.379  -2.974  -6.878
H  -1.456  -0.060  10.386
H  0.189  -10.759  -4.627
H  7.193  6.840  2.397
H  -3.358  -1.140  4.725

Atom charges from the Löwdin analysis, given in e for atoms 1 to 4:
1 C -0.136
2 H 0.087
3 C -0.028
4 H 0.065

Stability summary - winner: one; margin: 0.2538 hartree.